1.
{
  "formula": "C14H24NO2PdSi2",
  "method": "ωB97M-V/def2-TZVPD",
  "s_squared": 2.009,
  "orbital_gap_ev": [5.44, 7.48],
  "e_homo_ev": [-2.331, -4.512],
  "de_lowest_kj_mol": 0.00,
  "charge": -1,
  "lumo_energy_ev": [3.105, 2.966],
  "multiplicity": 3,
  "total_energy_ev": -39729.4764,
  "species": ["Pd", "C", "Si", "C", "C", "C", "C", "C", "C", "C", "Si", "C", "C", "H", "H", "H", "H", "H", "H", "H", "H", "H", "H", "H", "H", "H", "H", "H", "H", "C", "C", "N", "O", "H", "H", "H", "H", "H", "C", "C", "O", "H", "H", "H"],
  "xyz": [[0.51366, 0.59464, -0.90854], [-0.81789, 1.57773, 2.36256], [0.22541, 0.32662, 1.40545], [1.79585, 0.17635, 2.44891], [-0.66302, -1.34020, 1.65311], [-0.94514, -1.84004, 2.93249], [-1.59226, -3.05262, 3.11520], [-1.97392, -3.79860, 2.00398], [-1.70143, -3.31692, 0.73250], [-1.04869, -2.09214, 0.53119], [-0.67367, -1.43593, -1.21821], [0.24213, -2.86899, -2.04585], [-2.34357, -1.42687, -2.09841], [-0.95432, 1.24290, 3.39821], [-1.80257, 1.69730, 1.90567], [-0.33456, 2.55865, 2.38040], [1.55368, -0.09872, 3.48249], [2.33950, 1.12529, 2.46841], [2.46579, -0.58653, 2.04447], [-0.65298, -1.26728, 3.80908], [-1.79961, -3.41773, 4.11526], [-2.48044, -4.74906, 2.13233], [-2.00595, -3.91065, -0.12561], [-0.37440, -3.77546, -2.02227], [1.18261, -3.08971, -1.53634], [0.46681, -2.63950, -3.09155], [-2.80959, -2.41661, -2.02037], [-2.22676, -1.18480, -3.15813], [-3.01860, -0.68930, -1.65999], [-0.33318, 5.59428, -1.93300], [-0.30965, 4.10969, -1.61446], [0.83384, 3.65287, -1.05632], [-1.27944, 3.41048, -1.83786], [0.61737, 6.09807, -1.75857], [-1.10173, 6.06151, -1.31785], [-0.62076, 5.71730, -2.97596], [1.65724, 4.22638, -1.05263], [0.97869, 2.64927, -0.89363], [3.26374, -0.71730, -1.26061], [2.46093, 0.52831, -1.59085], [2.96077, 1.44571, -2.20780], [4.31034, -0.59279, -1.55257], [2.81892, -1.56002, -1.79006], [3.17686, -0.92559, -0.19428]],
  "mulliken_charge": [-0.79, -1.21, 0.79, -1.37, 0.12, -0.39, -0.64, -0.63, -0.28, 0.31, 0.63, -1.28, -1.19, 0.37, 0.27, 0.30, 0.38, 0.29, 0.31, 0.21, 0.36, 0.36, 0.21, 0.36, 0.32, 0.33, 0.32, 0.30, 0.27, -0.99, 0.72, -0.11, -0.62, 0.31, 0.25, 0.27, 0.23, 0.04, -0.73, 0.71, -0.57, 0.36, 0.10, 0.02]
}


2.
{
  "formula": "C14H25As2Cl3PtSi",
  "method": "ωB97M-V/def2-TZVPD",
  "orbital_gap_ev": 6.33,
  "e_homo_ev": -15.646,
  "de_lowest_kj_mol": 268.78,
  "charge": 2,
  "lumo_energy_ev": -9.311,
  "multiplicity": 1,
  "total_energy_ev": -185278.8260,
  "species": ["Pt", "C", "As", "C", "C", "C", "C", "C", "C", "C", "As", "C", "C", "H", "H", "H", "H", "H", "H", "H", "H", "H", "H", "H", "H", "H", "H", "H", "H", "Cl", "Si", "Cl", "Cl", "C", "C", "C", "C", "H", "H", "H", "H", "H", "H", "H", "H", "H"],
  "xyz": [[-1.44819, -0.39155, -0.20026], [2.40427, -1.49234, -0.85791], [1.15167, -0.24609, -0.06374], [1.90950, -0.03925, 1.71318], [1.54879, 1.44133, -0.91543], [2.78577, 1.70720, -1.48219], [3.05139, 2.96366, -2.01654], [2.09243, 3.96077, -1.97299], [0.84992, 3.70432, -1.40636], [0.58688, 2.44402, -0.88530], [-1.13594, 2.09432, -0.10669], [-2.40448, 3.30345, -0.90037], [-1.10691, 2.52664, 1.77798], [3.40204, -1.15283, -0.58160], [2.29756, -1.49789, -1.94040], [2.25328, -2.48993, -0.45667], [2.88289, 0.43993, 1.61631], [2.03218, -1.02451, 2.15670], [1.27248, 0.56670, 2.35233], [3.55193, 0.94393, -1.52437], [4.01342, 3.16098, -2.46997], [2.30394, 4.93672, -2.38785], [0.10074, 4.48638, -1.39023], [-2.24785, 4.28152, -0.44337], [-3.41545, 2.96348, -0.69844], [-2.23333, 3.35099, -1.97187], [-0.65003, 3.51589, 1.84716], [-0.51703, 1.81675, 2.35128], [-2.12505, 2.56359, 2.15349], [-4.41486, 1.15558, 1.30239], [-3.54497, -0.52070, 0.63187], [-4.88563, -1.97408, 0.85315], [-2.30463, 0.41037, -2.18449], [-0.71679, -4.84056, 0.02556], [-0.36904, -3.37452, 0.33596], [0.18383, -3.24150, 1.74523], [-1.63797, -2.57384, 0.15197], [0.16622, -5.46512, 0.16231], [-1.06034, -4.96457, -1.00117], [-1.49203, -5.20614, 0.70129], [0.36323, -3.06134, -0.41091], [-0.48649, -3.71702, 2.46411], [0.28143, -2.19461, 2.04287], [1.15637, -3.72521, 1.84052], [-2.36896, -2.87807, 0.89589], [-2.07620, -2.66685, -0.85243]],
  "mulliken_charge": [0.80, -1.34, 0.35, -1.08, 0.49, -0.55, -0.77, -0.74, -0.82, 0.46, 0.54, -1.12, -0.92, 0.49, 0.43, 0.42, 0.47, 0.46, 0.25, 0.36, 0.43, 0.43, 0.43, 0.49, 0.38, 0.41, 0.43, 0.26, 0.42, -0.14, 0.64, -0.13, -0.31, -1.66, 1.16, -1.20, -1.60, 0.44, 0.42, 0.37, -0.05, 0.42, 0.18, 0.40, 0.55, 0.64]
}


3.
{
  "formula": "C14H25AuN5S2",
  "method": "ωB97M-V/def2-TZVPD",
  "s_squared": 2.015,
  "orbital_gap_ev": [8.05, 3.52],
  "e_homo_ev": [-16.999, -16.988],
  "charge": 3,
  "lumo_energy_ev": [-8.944, -13.468],
  "multiplicity": 3,
  "total_energy_ev": -47706.4733,
  "species": ["Au", "S", "S", "C", "C", "C", "N", "C", "C", "H", "H", "H", "H", "H", "H", "H", "H", "C", "H", "H", "H", "H", "H", "H", "H", "C", "C", "H", "H", "H", "H", "N", "C", "C", "N", "C", "C", "N", "C", "C", "N", "H", "H", "H", "H", "H", "H"],
  "xyz": [[0.07654, -0.40747, -0.95973], [-1.12108, -0.97958, 1.76897], [2.65907, 0.81909, -0.69627], [-0.14015, -0.83144, 3.27904], [-0.58045, -2.62578, 1.23730], [0.89808, -2.81785, 0.92641], [1.37715, -2.13148, -0.31911], [2.86456, -1.94635, -0.25207], [3.29234, -0.81417, -1.16057], [-1.18291, -2.87631, 0.35783], [-0.83941, -3.28516, 2.07393], [1.04672, -3.90070, 0.78580], [1.50327, -2.48008, 1.77893], [3.34136, -2.88207, -0.59857], [3.17709, -1.76191, 0.78437], [2.92712, -1.01809, -2.17480], [4.38478, -0.72892, -1.14921], [3.41538, 0.95957, 0.95493], [1.25098, -2.81235, -1.08331], [3.08463, 0.19710, 1.67024], [3.15253, 1.95066, 1.34007], [4.50349, 0.90921, 0.80940], [-0.27765, 0.19588, 3.64226], [0.92575, -0.99853, 3.07610], [-0.49969, -1.52760, 4.05483], [-1.29624, -1.64236, -4.05665], [-1.92966, -0.50200, -4.38389], [-1.83766, -2.49375, -3.62187], [-0.26384, -1.83243, -4.37179], [-3.01223, -0.36805, -4.19546], [-1.45597, 0.32949, -4.92662], [-3.20547, 2.35971, -0.66808], [-3.73528, 1.43851, -1.56517], [-2.79388, 0.46462, -1.71941], [-1.64016, 0.85463, -1.05334], [-1.93275, 1.97063, -0.34645], [-1.16196, 2.55632, 0.73138], [-0.01917, 2.10715, 1.25475], [0.33502, 2.95608, 2.26952], [-0.61126, 3.96002, 2.37634], [-1.56591, 3.69529, 1.40857], [-3.70762, 3.17122, -0.30521], [-4.72453, 1.45851, -1.98503], [-2.81992, -0.49519, -2.22817], [1.23456, 2.79281, 2.86597], [-0.68415, 4.75681, 3.09235], [-2.41139, 4.25632, 1.28149]],
  "mulliken_charge": [0.63, 0.45, 0.28, -0.80, -0.97, -0.45, -0.38, -0.53, -0.81, 0.44, 0.56, 0.36, 0.35, 0.36, 0.38, 0.42, 0.55, -0.72, 0.42, 0.19, 0.30, 0.46, 0.37, 0.17, 0.47, -0.60, -0.55, 0.31, 0.36, 0.37, 0.28, -0.08, -0.93, -0.52, -0.10, 0.37, 0.09, 0.05, -0.31, -0.77, -0.09, 0.23, 0.44, 0.86, 0.43, 0.45, 0.22]
}


4.
{
  "formula": "C14H25BrClF6N2O9PS5",
  "method": "ωB97M-V/def2-TZVPD",
  "orbital_gap_ev": 6.73,
  "e_homo_ev": -8.298,
  "de_lowest_kj_mol": 0.00,
  "charge": 0,
  "lumo_energy_ev": -1.571,
  "multiplicity": 1,
  "total_energy_ev": -198665.2701,
  "species": ["O", "S", "O", "O", "C", "C", "C", "C", "C", "C", "Br", "C", "C", "C", "C", "S", "C", "Cl", "C", "N", "P", "O", "O", "S", "H", "H", "H", "H", "H", "H", "H", "H", "H", "H", "H", "H", "H", "H", "H", "H", "H", "H", "H", "H", "H", "H", "H", "H", "H", "C", "F", "F", "F", "S", "O", "O", "N", "S", "O", "O", "C", "F", "F", "F"],
  "xyz": [[-3.87908, -3.30120, -4.62733], [-3.90756, -4.07261, -3.43360], [-5.04488, -4.87901, -3.13182], [-2.62242, -5.01106, -3.38203], [-3.53838, -3.02350, -2.06146], [-3.01801, -3.78184, -0.83509], [-1.48254, -3.83056, -0.78048], [-0.91498, -2.59378, -0.06486], [0.59316, -2.72074, 0.13983], [1.36662, -2.13204, -1.07503], [1.92352, -3.59399, -2.22825], [2.53199, -1.24170, -0.65635], [3.25940, -0.56983, -1.82006], [2.63140, 0.82293, -2.01480], [2.72997, 1.66494, -0.72315], [1.12344, 1.87080, 0.14282], [3.39061, -2.01933, 0.32948], [4.81960, -1.12858, 0.88822], [2.56042, -2.38099, 1.57464], [1.09939, -2.03657, 1.38973], [0.21332, -2.57675, 2.90947], [-1.00006, -1.55688, 2.96456], [1.19067, -2.16305, 4.08014], [-0.22656, -4.40841, 2.87385], [-2.88895, -5.84463, -3.79304], [-4.42680, -2.43191, -1.87482], [-2.76851, -2.34240, -2.42572], [-3.40669, -3.32354, 0.07078], [-3.38344, -4.80531, -0.85174], [-1.15710, -4.70379, -0.22036], [-1.11364, -3.87737, -1.79959], [-1.45422, -2.50970, 0.87315], [-1.14099, -1.70525, -0.65420], [0.85665, -3.76884, 0.23059], [0.68449, -1.51663, -1.65131], [2.07479, -0.42325, -0.11173], [3.18869, -1.11819, -2.75474], [4.31187, -0.45284, -1.58033], [3.09470, 1.34483, -2.84777], [1.57471, 0.73079, -2.26091], [3.43114, 1.20260, -0.03705], [3.02585, 2.68900, -0.91457], [0.57657, 0.66180, -0.05979], [3.75200, -2.92129, -0.15388], [2.60666, -3.44744, 1.77600], [2.95251, -1.84646, 2.42821], [0.98954, -1.01984, 1.31601], [-0.76908, -0.63593, 2.78091], [1.43715, -1.22751, 4.08717], [-2.44762, 8.42189, 2.36512], [-3.55508, 8.77097, 3.01255], [-2.40564, 9.09280, 1.21634], [-1.40028, 8.78751, 3.10200], [-2.46760, 6.60264, 2.08145], [-3.61033, 6.36448, 1.25046], [-2.47177, 6.01903, 3.39098], [-1.07069, 6.52884, 1.32803], [-0.52943, 5.14229, 0.82301], [-1.22153, 4.56791, -0.29604], [-0.09873, 4.23033, 1.84838], [1.04650, 5.77002, 0.10514], [1.83486, 6.33302, 1.01460], [0.86324, 6.63121, -0.88659], [1.68718, 4.69388, -0.38516]],
  "mulliken_charge": [-0.60, 1.18, -0.60, -0.46, -0.80, -1.05, -0.42, -0.91, -0.75, -0.47, 0.02, 0.72, -0.99, -0.91, -0.59, 0.05, 0.39, -0.16, -1.38, -0.24, 0.86, -0.49, -0.55, -0.28, 0.35, 0.47, 0.32, 0.52, 0.37, 0.47, 0.26, 0.59, 0.29, 0.75, 0.64, -1.19, 0.39, 0.44, 0.51, 0.36, 0.36, 0.55, 0.02, 0.44, 0.36, 0.72, 0.58, 0.40, 0.42, 0.67, -0.22, -0.23, -0.23, 1.01, -0.64, -0.64, -0.26, 0.82, -0.63, -0.63, 0.67, -0.24, -0.23, -0.20]
}